1.
Density functional theory data (ωB97M-V with the def2-TZVPD basis set) for 10 unconnected molecules or ions with the total composition H22NO9.

Bonds (Å) are listed after each position.
Element x y z (Å)
1 N -0.5415 0.9818 0.4854  H4 0.989, H5 1.015, H12 1.019, H27 1.015
2 H 2.9714 1.2870 0.3623  O23 0.968
3 O 0.5861 0.8559 3.1857  H11 0.932, H16 0.926
4 H -0.2632 0.1317 0.9070  N1 0.989
5 H -1.4848 1.1766 0.8044  N1 1.015
6 H 3.0589 -0.3274 -0.2614  O30 0.950
7 H 0.2784 -2.3460 -0.7756  O10 0.923
8 O -2.9180 0.5644 -1.7293  H25 0.957, H32 0.987
9 H -3.8427 -0.7436 0.6664  O31 0.938
10 O -0.5049 -1.9238 -0.5310  H7 0.923, H15 0.957
11 H 0.2829 0.5116 3.9964  O3 0.932
12 H 0.1480 1.6879 0.7394  N1 1.019
13 H 1.8947 -0.5847 -1.0555  O30 0.953
14 O 1.0664 2.0309 -2.1596  H18 0.974, H28 0.957
15 H -0.5465 -2.1241 0.4040  O10 0.957
16 H 1.5050 0.7415 3.2030  O3 0.926
17 O -0.4740 -2.0951 2.0370  H20 0.932, H21 0.949
18 H 1.8313 2.6334 -2.1297  O14 0.974
19 O -0.8325 -0.2995 -3.1768  H24 0.945, H26 0.966
20 H -0.9622 -2.8883 2.0621  O17 0.932
21 H 0.4218 -2.2932 2.2809  O17 0.949
22 H 4.4885 1.6340 0.6328  O23 0.985
23 O 3.5853 2.0151 0.5355  H2 0.968, H22 0.985
24 H 0.0747 -0.0717 -3.3112  O19 0.945
25 H -2.1101 0.7522 -2.2058  O8 0.957
26 H -0.9831 -1.1440 -3.6214  O19 0.966
27 H -0.6702 0.8189 -0.5080  N1 1.015
28 H 1.4773 1.1668 -2.1482  O14 0.957
29 H -3.6029 -0.9505 2.1297  O31 0.957
30 O 2.1892 0.0315 -0.3910  H6 0.950, H13 0.953
31 O -3.1525 -0.8080 1.2975  H9 0.938, H29 0.957
32 H -2.9709 -0.4213 -1.7249  O8 0.987

The calculation puts the lowest unoccupied orbital energy at -3.3 eV. The value obtained for the energy above the lowest of the compared OMol25 structures with the same formula, charge and spin is 58.3 kcal per mole. Its total charge is +1. The calculation puts the frontier orbital gap at 10.69 eV.

---

2.
Density functional theory data (ωB97M-V with the def2-TZVPD basis set) for 11 unconnected molecules or ions with the total composition H22O11.

Bonds (Å) are listed after each position.
Element x y z (Å)
1 H -1.1065 -4.1594 3.2289  O32 0.957
2 O -1.4213 -4.6888 -0.4031  H23 0.957, H33 0.957
3 H 2.6480 -4.9046 -0.8803  O29 0.957
4 H -3.1749 0.3246 2.9703  O27 0.957
5 H -5.0227 3.3375 -2.7212  O17 0.957
6 O 0.3187 0.8071 -0.0214  H9 0.957, H20 0.957
7 H -2.8713 4.4737 2.7474  O31 0.957
8 O 1.4343 1.7561 -4.2423  H14 0.957, H30 0.957
9 H 0.3704 -0.1105 0.2458  O6 0.957
10 H -4.4678 0.5279 2.2094  O27 0.957
11 H 2.5844 -4.7623 -2.3862  O29 0.957
12 O 2.4532 -2.4241 1.6223  H13 0.957, H18 0.957
13 H 2.9291 -1.7601 2.1213  O12 0.957
14 H 0.9125 1.5496 -3.4668  O8 0.957
15 H -4.0468 2.2603 -3.1446  O17 0.957
16 O 2.1749 5.1936 -0.5102  H24 0.957, H25 0.957
17 O -4.0968 3.1874 -2.9119  H5 0.957, H15 0.957
18 H 1.9594 -2.9116 2.2816  O12 0.957
19 H 5.0000 1.0333 -2.3279  O21 0.957
20 H -0.5836 1.0625 0.1707  O6 0.957
21 O 5.2819 0.9083 -1.4217  H19 0.957, H26 0.957
22 H -2.0615 5.6648 3.2137  O31 0.957
23 H -0.7812 -4.5707 -1.1049  O2 0.957
24 H 1.4052 5.7150 -0.7381  O16 0.957
25 H 1.9287 4.2945 -0.7274  O16 0.957
26 H 4.4788 0.6908 -0.9484  O21 0.957
27 O -3.5451 0.7823 2.2155  H4 0.957, H10 0.957
28 H -0.9930 -5.1391 4.3774  O32 0.957
29 O 2.4660 -5.3978 -1.6803  H3 0.957, H11 0.957
30 H 0.7920 2.0249 -4.8991  O8 0.957
31 O -2.8828 5.1993 3.3716  H7 0.957, H22 0.957
32 O -0.6175 -4.3282 4.0343  H1 0.957, H28 0.957
33 H -1.4646 -5.6363 -0.2746  O2 0.957

The calculation puts the lowest unoccupied orbital energy at -0.1 eV. The value obtained for the energy above the lowest of the compared OMol25 structures with the same formula, charge and spin is 58.0 kcal per mole. The calculation puts the frontier orbital gap at 11.22 eV. As for the SMILES: O.O.O.O.O.O.O.O.O.O.O.

---

3.
Density functional theory data (ωB97M-V with the def2-TZVPD basis set) for 11 unconnected molecules or ions with the total composition H22O11.

Bonds (Å) are listed after each position.
Element x y z (Å)
1 O -1.3216 3.5876 -1.1475  H2 0.964, H28 0.964
2 H -1.2423 3.8262 -0.2171  O1 0.964
3 H -4.5870 -2.7231 0.5834  O32 0.964
4 O 3.2560 -2.5260 0.7345  H7 0.964, H23 0.964
5 H 2.6968 1.3016 -0.3879  O14 0.964
6 H 1.1761 -1.9222 4.1280  O16 0.964
7 H 3.1211 -3.2570 1.3480  O4 0.964
8 H 1.1645 0.6586 -3.2271  O18 0.964
9 H -2.6396 -0.5749 -2.1030  O12 0.964
10 H 3.0691 -0.8290 -2.4923  O17 0.964
11 O 0.3450 2.2391 2.8290  H21 0.964, H24 0.964
12 O -2.2104 -0.8714 -1.2925  H9 0.964, H27 0.964
13 H -0.2494 0.4944 -0.1244  O33 0.964
14 O 3.0413 2.1310 -0.0382  H5 0.964, H22 0.964
15 O -4.6828 0.2403 0.2498  H25 0.964, H31 0.964
16 O 1.4508 -1.0133 3.9623  H6 0.964, H19 0.964
17 O 3.3567 -1.7481 -2.4539  H10 0.964, H26 0.964
18 O 1.7688 0.7296 -2.4797  H8 0.964, H29 0.964
19 H 0.6226 -0.5389 3.8279  O16 0.964
20 H -4.7586 -2.8166 -0.9239  O32 0.964
21 H -0.0324 2.6308 2.0333  O11 0.964
22 H 3.5789 2.4832 -0.7565  O14 0.964
23 H 4.1044 -2.7208 0.3206  O4 0.964
24 H -0.0835 2.7140 3.5500  O11 0.964
25 H -3.9369 0.8491 0.2944  O15 0.964
26 H 2.6403 -2.2359 -2.8757  O17 0.964
27 H -2.4754 -1.7945 -1.2109  O12 0.964
28 H -1.1291 4.4071 -1.6170  O1 0.964
29 H 1.7855 1.6725 -2.2804  O18 0.964
30 H 0.1245 -0.9008 0.3485  O33 0.964
31 H -4.2801 -0.6309 0.3387  O15 0.964
32 O -4.2088 -2.4086 -0.2455  H3 0.964, H20 0.964
33 O -0.6286 -0.3718 0.0622  H13 0.964, H30 0.964

The calculation puts the lowest unoccupied orbital energy at 0.1 eV. The value obtained for the energy above the lowest of the compared OMol25 structures with the same formula, charge and spin is 77.5 kcal per mole. The calculation puts the frontier orbital gap at 9.71 eV. As for the SMILES: O.O.O.O.O.O.O.O.O.O.O.

---

4.
Density functional theory data (ωB97M-V with the def2-TZVPD basis set) for 11 unconnected molecules or ions with the total composition H22O11.

Bonds (Å) are listed after each position.
Element x y z (Å)
1 H 2.7568 2.9469 1.2569  O22 0.962
2 H 0.0602 -4.5957 -0.6765  O27 0.968
3 H 0.2736 2.3508 0.0032  O11 0.963
4 H 2.4736 -1.7683 -2.2072  O8 0.963
5 O 0.7113 -0.3851 -3.0421  H6 0.966, H24 0.964
6 H -0.2328 -0.3973 -2.8367  O5 0.966
7 H -1.3179 3.6864 -2.4646  O33 0.964
8 O 2.7873 -1.1440 -1.5448  H4 0.963, H29 0.965
9 H -2.0361 -1.6410 -0.0651  O25 0.984
10 O -3.8992 0.7045 -0.4633  H15 0.952, H30 0.957
11 O -0.0580 1.9551 -0.8103  H3 0.963, H32 0.971
12 H 4.7353 -1.8911 0.4003  O18 0.966
13 H -2.8542 -2.5228 0.4817  O25 0.977
14 H -0.7155 -4.0788 0.4973  O27 0.966
15 H -4.8329 0.6376 -0.2879  O10 0.952
16 H 0.2229 -0.9636 4.0965  O26 0.965
17 H -0.1609 3.4790 -3.4352  O33 0.961
18 O 4.1979 -2.6372 0.6967  H12 0.966, H28 0.966
19 H 3.4562 3.3131 2.5587  O22 0.963
20 H -3.2044 2.4660 2.5325  O21 0.967
21 O -2.9370 1.5385 2.5917  H20 0.967, H31 0.984
22 O 3.5327 2.7422 1.7875  H1 0.962, H19 0.963
23 H -0.9527 -0.5507 3.2327  O26 0.964
24 H 0.7907 0.4662 -3.4875  O5 0.964
25 O -2.5243 -1.6561 0.7891  H9 0.984, H13 0.977
26 O -0.2568 -1.2149 3.2981  H16 0.965, H23 0.964
27 O -0.7646 -4.1349 -0.4654  H2 0.968, H14 0.966
28 H 3.7985 -2.8367 -0.1600  O18 0.966
29 H 1.9475 -0.7800 -1.2389  O8 0.965
30 H -3.2602 -0.0072 -0.4206  O10 0.957
31 H -3.8388 1.1460 2.5876  O21 0.984
32 H 0.4973 2.4102 -1.4644  O11 0.971
33 O -0.4873 4.0777 -2.7574  H7 0.964, H17 0.961

The calculation puts the lowest unoccupied orbital energy at -0.1 eV. The value obtained for the energy above the lowest of the compared OMol25 structures with the same formula, charge and spin is 72.4 kcal per mole. The calculation puts the frontier orbital gap at 10.46 eV. As for the SMILES: O.O.O.O.O.O.O.O.O.O.O.

---

Number 1: calculated total energy -744.862921 hartree, highest occupied orbital energy -14.026 eV. Number 2: calculated total energy -840.787697 hartree, highest occupied orbital energy -11.311 eV. Number 3: calculated total energy -840.756665 hartree, highest occupied orbital energy -9.620 eV. Number 4: calculated total energy -840.764830 hartree, highest occupied orbital energy -10.539 eV.